[1]
The following is a quantum chemistry calculation of a cluster of 4 separate species, C37H80F3N11O5P3S2 in total, from OMol25.

ORCA input file:
```
! wB97M-V def2-TZVPD RIJCOSX def2/J DEFGRID3
* xyz 1 1
O 1.644 -4.362 3.041
C 1.868 -5.708 2.756
C 2.156 -5.995 1.277
S 0.806 -5.643 0.136
C -0.469 -4.617 0.914
C -1.844 -5.038 0.366
C -2.142 -4.611 -1.086
C -3.595 -4.089 -1.225
C -3.677 -2.556 -1.253
C -3.687 -1.902 0.147
C -2.280 -1.455 0.595
S -2.395 0.232 1.217
C -0.730 0.661 1.469
N -0.214 1.505 2.281
N 1.162 1.478 2.044
C 1.351 0.613 1.129
O 0.210 0.025 0.702
C 1.481 -4.617 -1.211
C 2.667 -3.758 -0.845
C 2.677 -2.973 0.304
C 3.778 -2.217 0.661
C 4.898 -2.201 -0.159
C 4.880 -2.949 -1.320
C 3.791 -3.733 -1.657
C 3.098 -6.204 3.565
F 3.060 -7.515 3.814
F 3.112 -5.563 4.745
F 4.248 -5.876 2.940
H 2.454 -3.849 2.919
H 1.026 -6.295 3.124
H 3.087 -5.518 0.971
H 2.334 -7.070 1.184
H -0.313 -3.565 0.680
H -0.487 -4.765 1.990
H -2.583 -4.574 1.023
H -1.961 -6.116 0.491
H -1.490 -3.813 -1.442
H -2.089 -5.504 -1.710
H -4.219 -4.452 -0.405
H -4.058 -4.456 -2.142
H -2.857 -2.155 -1.855
H -4.597 -2.247 -1.750
H -4.379 -1.058 0.116
H -4.104 -2.606 0.869
H -1.903 -2.118 1.376
H -1.599 -1.473 -0.254
H 2.308 0.352 0.711
H 1.789 -5.338 -1.969
H 0.670 -4.025 -1.634
H 1.797 -2.954 0.936
H 3.730 -1.648 1.582
H 5.744 -1.585 0.114
H 5.740 -2.920 -1.977
H 3.816 -4.312 -2.574
O 9.548 -3.761 2.734
P 9.307 -4.694 3.866
N 8.506 -3.697 5.003
C 8.637 -3.785 6.445
C 7.285 -3.057 4.533
N 10.899 -5.040 4.350
C 11.333 -5.174 5.729
C 11.978 -4.487 3.537
N 8.742 -6.209 4.461
C 9.298 -7.356 3.699
C 7.275 -6.360 4.430
H 8.352 -4.759 6.865
H 8.007 -3.034 6.921
H 9.652 -3.560 6.766
H 6.446 -3.757 4.400
H 7.462 -2.572 3.571
H 6.962 -2.282 5.228
H 11.563 -4.201 6.180
H 12.245 -5.775 5.774
H 10.597 -5.691 6.341
H 12.139 -3.421 3.732
H 11.777 -4.615 2.478
H 12.905 -5.021 3.754
H 8.991 -7.339 2.649
H 8.954 -8.289 4.147
H 10.383 -7.357 3.737
H 6.858 -6.148 3.441
H 6.793 -5.709 5.158
H 6.999 -7.377 4.708
O -5.596 1.432 -1.104
P -6.329 2.727 -0.914
N -5.090 3.674 -0.202
C -5.254 4.606 0.897
C -3.931 3.920 -1.049
N -7.438 2.147 0.272
C -7.787 2.850 1.491
C -7.481 0.711 0.507
N -7.428 4.027 -1.218
C -8.722 3.573 -1.798
C -6.922 5.067 -2.151
H -5.971 5.415 0.702
H -4.298 5.076 1.129
H -5.557 4.096 1.810
H -4.150 4.605 -1.880
H -3.573 2.985 -1.487
H -3.098 4.339 -0.483
H -7.060 2.664 2.292
H -8.762 2.508 1.854
H -7.882 3.922 1.332
H -6.635 0.364 1.117
H -7.480 0.158 -0.428
H -8.406 0.455 1.028
H -8.590 3.105 -2.777
H -9.386 4.429 -1.910
H -9.213 2.862 -1.142
H -6.571 4.655 -3.100
H -6.113 5.638 -1.697
H -7.717 5.780 -2.363
O -5.585 7.582 -5.973
P -4.184 7.911 -5.602
N -3.526 6.372 -5.252
C -2.539 6.087 -4.232
C -3.599 5.392 -6.331
N -4.437 8.813 -4.175
C -3.614 8.726 -2.985
C -5.818 9.101 -3.808
N -2.704 8.727 -5.911
C -2.903 10.169 -6.212
C -1.913 8.179 -7.034
H -1.589 6.627 -4.348
H -2.292 5.025 -4.223
H -2.938 6.298 -3.241
H -2.918 5.608 -7.165
H -4.610 5.355 -6.738
H -3.365 4.393 -5.962
H -3.919 7.893 -2.337
H -3.711 9.644 -2.398
H -2.557 8.628 -3.225
H -6.318 8.232 -3.360
H -6.396 9.422 -4.669
H -5.839 9.919 -3.085
H -3.488 10.321 -7.124
H -1.932 10.649 -6.339
H -3.409 10.671 -5.394
H -2.490 8.098 -7.960
H -1.509 7.199 -6.786
H -1.056 8.825 -7.221
*
```

The strongest force on any atom is 6.87 eV Å⁻¹. As for the orbital gap: 0.25432 Eh. For the total energy, the calculation gives -123976.6298 eV.

Atom charges from the Mulliken analysis, given in e for atoms 1 to 6: -0.471, -0.314, -0.665, 0.011, -0.202, -1.151

[2]
The following is a quantum chemistry calculation of a cluster of 10 separate species, C38H46Cl10O18 in total, from OMol25.

ORCA input file:
```
! wB97M-V def2-TZVPD RIJCOSX def2/J DEFGRID3
* xyz 1 2
Cl 2.871 6.175 4.493
C 4.196 5.004 4.449
C 3.666 3.619 4.851
Cl 4.960 2.391 4.642
H 4.893 5.297 5.234
H 4.791 5.032 3.535
H 2.718 3.340 4.390
H 3.259 3.509 5.856
Cl -4.205 1.618 -2.363
C -3.967 2.660 -3.756
C -4.669 3.950 -3.521
Cl -4.760 4.971 -4.921
H -4.274 2.128 -4.657
H -2.914 2.939 -3.798
H -4.270 4.626 -2.765
H -5.680 3.741 -3.173
Cl -3.170 -5.996 -2.666
C -1.952 -4.688 -2.702
C -1.606 -4.146 -1.352
Cl -1.025 -5.374 -0.210
H -2.264 -4.028 -3.510
H -1.033 -5.164 -3.045
H -2.510 -3.744 -0.895
H -0.915 -3.304 -1.395
Cl -0.026 3.165 3.862
C -1.045 2.942 2.454
C -2.477 2.539 2.937
Cl -3.184 3.858 3.948
H -0.768 2.142 1.767
H -1.217 3.828 1.842
H -2.646 1.581 3.428
H -3.114 2.458 2.057
Cl 3.447 5.527 -0.176
C 2.284 5.416 -1.541
C 1.463 4.124 -1.652
Cl 0.671 3.651 -0.093
H 2.938 5.415 -2.413
H 1.628 6.284 -1.494
H 2.098 3.348 -2.079
H 0.708 4.339 -2.409
C -2.092 0.000 -0.565
O -1.267 -0.562 0.503
C 0.091 -0.149 0.425
C 0.711 -0.710 1.678
O 2.012 -0.255 1.803
C 2.520 -0.349 3.188
H -1.917 -0.602 -1.456
H -2.144 1.086 -0.640
H -3.081 -0.345 -0.261
H 0.151 0.933 0.313
H 0.606 -0.471 -0.480
H 0.692 -1.794 1.786
H 0.019 -0.559 2.507
H 1.815 -0.047 3.963
H 3.463 0.176 3.334
H 2.587 -1.414 3.409
C -9.148 0.652 0.727
C -9.407 0.945 1.970
C -8.428 1.104 3.020
O -8.655 1.253 4.216
C -7.010 1.151 2.543
C -6.753 0.950 1.238
C -7.764 0.531 0.191
O -7.599 0.002 -0.926
O -5.508 1.024 0.626
O -10.673 0.786 2.387
H -9.975 0.331 0.111
H -6.333 1.440 3.333
H -5.666 0.872 -0.309
H -10.534 0.934 3.325
C 5.170 0.335 1.335
C 4.980 1.418 0.488
C 4.571 1.302 -0.921
O 4.351 2.246 -1.620
C 4.509 -0.080 -1.390
C 4.605 -1.112 -0.563
C 4.987 -1.124 0.829
O 5.263 -2.053 1.597
O 4.580 -2.356 -1.079
O 5.172 2.654 1.004
H 5.505 0.532 2.342
H 4.309 -0.188 -2.446
H 4.740 -3.018 -0.403
H 4.812 3.268 0.360
C 0.959 -1.586 -5.904
C 1.203 -2.082 -4.672
C 1.317 -1.298 -3.470
O 1.377 -1.804 -2.345
C 1.241 0.145 -3.848
C 1.039 0.681 -5.076
C 0.819 -0.176 -6.235
O 0.523 0.255 -7.362
O 1.041 2.031 -5.327
O 1.287 -3.474 -4.557
H 0.808 -2.273 -6.724
H 1.576 0.844 -3.096
H 0.452 2.196 -6.066
H 1.218 -3.755 -3.642
C 3.268 -7.385 1.875
C 4.236 -6.727 1.272
C 4.202 -5.224 0.891
O 5.065 -4.636 0.251
C 3.002 -4.593 1.405
C 1.965 -5.254 2.033
C 1.978 -6.739 2.332
O 1.152 -7.426 2.929
O 0.810 -4.585 2.398
O 5.413 -7.316 1.060
H 3.464 -8.430 2.068
H 2.925 -3.532 1.222
H 0.453 -5.146 3.090
H 6.043 -6.624 0.849
*
```

The strongest force on any atom is 5.54 eV Å⁻¹. As for the orbital gap (alpha / beta): 0.18506 / 0.11226 Eh. For the total energy, the calculation gives -202215.8913 eV. As for the expectation value of S²: 0.765.

Atom charges from the Mulliken analysis, given in e for atoms 1 to 6: -0.177, -0.419, 0.007, -0.219, 0.323, 0.277

> Which formula does entry 1 have?

C37H80F3N11O5P3S2

> Which of these has the lowest strongest force on any atom?

C38H46Cl10O18